76
Properties=species:S:1:pos:R:3:forces:R:3 method="wB97M-V/def2-TZVPD" homo_ev=-14.160 lumo_energy_ha=-0.3007 total_energy_ev=-64718.941 orbital_gap_ev=5.98 total_charge=+2
C -0.365 3.776 -2.732 0.18 -0.23 -0.08
C 0.867 3.342 -2.206 0.12 -0.54 -0.52
C 1.954 3.121 -3.078 -0.23 0.06 0.23
C 1.801 3.329 -4.448 -0.03 0.04 -0.11
C 0.556 3.693 -4.973 -0.03 -0.27 0.27
C -0.528 3.889 -4.112 -0.05 0.32 0.18
P 0.968 2.641 -0.526 1.10 1.93 -0.01
C 2.676 2.916 0.013 0.31 -0.80 0.33
C 3.554 1.818 0.090 -0.06 0.61 -0.10
C 4.903 2.035 0.379 0.00 0.00 0.03
C 5.370 3.335 0.616 -0.31 -0.17 -0.14
C 4.479 4.415 0.601 -0.11 -0.19 0.02
C 3.126 4.209 0.327 0.09 -0.23 -0.17
In 0.238 0.116 -0.599 -1.86 0.01 1.34
P -1.338 -1.007 -2.346 -0.29 -2.03 -0.26
C -0.370 -0.824 -3.871 0.01 0.52 -0.28
C -0.922 -0.332 -5.068 0.22 -0.13 0.23
C -0.072 0.032 -6.114 0.23 -0.05 -0.12
C 1.316 -0.096 -5.982 -0.29 0.07 0.07
C 1.860 -0.619 -4.810 0.18 -0.27 0.21
C 1.023 -0.999 -3.764 -0.27 0.41 -0.01
C -1.652 -2.770 -2.027 0.37 -0.25 0.20
C -2.161 -3.114 -0.760 0.15 0.05 -0.19
C -2.313 -4.457 -0.415 0.02 0.15 -0.14
C -1.953 -5.456 -1.327 0.05 0.26 -0.05
C -1.457 -5.113 -2.590 -0.06 0.01 0.11
C -1.298 -3.774 -2.947 -0.09 0.27 0.23
C -2.980 -0.226 -2.445 -0.48 0.14 0.66
C -3.359 0.690 -1.446 0.17 0.23 -0.44
C -4.518 1.456 -1.608 0.04 -0.31 0.15
C -5.395 1.174 -2.659 0.23 -0.14 0.01
C -5.121 0.113 -3.532 0.07 0.02 0.20
C -3.924 -0.600 -3.425 0.32 0.17 -0.03
C -0.076 3.703 0.509 -0.77 -0.49 0.45
C -0.255 5.071 0.234 -0.05 -0.04 -0.07
C -1.081 5.841 1.056 0.09 -0.23 -0.03
C -1.741 5.258 2.144 0.21 -0.28 -0.05
C -1.550 3.901 2.432 0.02 0.13 -0.10
C -0.726 3.124 1.616 0.05 -0.04 -0.15
H -2.401 -2.317 -0.050 -0.02 -0.31 -0.14
H -2.704 -4.719 0.569 0.12 0.04 -0.31
H -2.049 -6.505 -1.042 0.00 0.32 -0.14
H -1.180 -5.896 -3.295 -0.09 0.21 0.17
H -0.908 -3.493 -3.928 -0.06 -0.19 0.26
H -2.005 -0.244 -5.174 0.35 0.14 0.01
H -0.483 0.434 -7.043 0.06 -0.17 0.33
H 1.982 0.226 -6.785 -0.27 -0.13 0.20
H 2.943 -0.730 -4.698 -0.43 0.03 -0.10
H 1.443 -1.397 -2.832 0.00 0.04 -0.32
H -2.743 0.777 -0.540 -0.18 0.31 -0.38
H -4.740 2.260 -0.903 -0.03 -0.40 -0.13
H -6.317 1.752 -2.764 0.34 -0.20 -0.03
H -5.849 -0.158 -4.298 0.24 0.03 0.22
H -3.730 -1.455 -4.080 -0.03 0.40 0.09
H 0.240 5.530 -0.625 -0.19 -0.10 0.27
H -1.221 6.900 0.835 0.06 -0.29 0.06
H -2.402 5.859 2.773 0.24 -0.18 -0.22
H -2.053 3.443 3.286 0.17 0.16 -0.30
H -0.603 2.052 1.813 -0.13 0.42 0.02
H 3.164 0.805 -0.079 0.31 0.29 0.01
H 5.593 1.189 0.420 -0.22 0.30 0.02
H 6.430 3.503 0.816 -0.37 -0.06 -0.03
H 4.838 5.423 0.807 -0.11 -0.28 -0.02
H 2.419 5.038 0.354 0.28 -0.15 -0.08
H 2.915 2.795 -2.668 -0.31 0.09 -0.22
H 2.649 3.179 -5.121 -0.26 0.07 0.27
H 0.418 3.790 -6.052 0.09 0.02 0.34
H -1.520 4.135 -4.502 0.42 0.06 0.06
H -1.203 3.978 -2.061 0.17 -0.16 -0.27
H -0.855 1.294 -2.435 -0.18 1.19 2.17
H -0.892 1.560 -1.642 -0.51 -0.28 -2.76
C -0.334 -1.153 1.940 0.22 -0.54 0.49
O -0.994 -0.259 1.059 1.23 0.45 -1.59
H -0.325 -0.717 2.949 0.03 -0.30 -0.17
H 0.730 -1.368 1.667 -0.47 0.07 0.23
H -0.855 -2.131 1.954 0.24 0.42 0.13

***

35
Properties=species:S:1:pos:R:3:forces:R:3 method="wB97M-V/def2-TZVPD" homo_ev="-3.509 / -3.571" lumo_energy_ha="0.1185 / 0.0995" total_energy_ev=-65814.546 spin_multiplicity=6 s_squared=8.800 orbital_gap_ev="6.73 / 6.28" total_charge=-1
C 0.840 -1.630 0.150 -1.34 0.06 0.06
C 0.785 -1.239 -1.241 -0.33 -1.48 0.16
C -0.499 -1.694 -1.739 -0.96 0.06 1.07
H 1.620 -0.991 -1.895 0.02 -0.42 0.46
C -1.323 -1.982 -0.616 1.25 -0.54 -0.58
C -0.475 -2.005 0.554 0.92 -0.27 -0.92
H -0.792 -2.403 1.529 0.24 0.56 -0.39
H 1.757 -1.603 0.741 -0.53 0.25 0.02
H -0.775 -1.865 -2.793 0.15 0.33 1.01
H -2.386 -2.225 -0.683 0.43 -0.02 0.18
Fe -0.075 0.872 -1.120 1.17 -4.15 2.34
Cl 1.672 1.489 -0.036 2.30 0.97 1.20
C -0.221 2.315 -2.444 0.05 -0.63 -1.19
C -1.447 1.512 -2.510 0.07 1.19 -3.83
C -1.128 0.383 -3.351 -0.95 1.05 0.11
H -2.466 1.810 -2.261 0.57 0.04 0.02
C 0.258 0.306 -3.506 0.64 0.71 -0.95
C 0.867 1.393 -2.810 -0.83 2.02 -3.88
H 1.923 1.641 -2.889 -0.41 -0.01 0.29
H -0.110 3.385 -2.294 -0.09 -0.45 0.74
H -1.872 -0.262 -3.833 0.41 0.08 0.65
H 0.797 -0.414 -4.143 -0.32 0.18 0.81
C -1.239 1.295 0.257 -2.35 0.14 4.80
C -1.404 1.139 1.482 0.45 0.09 -2.66
C -1.630 0.850 2.846 -0.16 -0.60 0.73
C -2.928 1.117 3.332 0.32 -0.08 0.64
C -3.201 0.957 4.687 -0.04 -0.07 0.09
C -2.247 0.414 5.543 0.03 0.54 0.00
C -0.993 0.063 5.058 -0.12 0.15 -0.09
C -0.659 0.257 3.719 -0.59 0.25 -0.21
H -3.713 1.442 2.647 0.41 0.13 0.15
H -4.144 1.296 5.110 -0.01 -0.23 -0.21
H -2.437 0.356 6.612 -0.09 -0.12 -0.15
H -0.281 -0.305 5.791 0.15 -0.17 -0.34
H 0.323 -0.076 3.364 -0.47 0.45 -0.14

***

9
Properties=species:S:1:pos:R:3:forces:R:3 method="wB97M-V/def2-TZVPD" homo_ev=-8.667 lumo_energy_ha=0.0283 smiles=Fc1ccoc1Br total_energy_ev=-78985.939 orbital_gap_ev=9.44
C 0.469 0.119 1.035 0.08 1.38 -0.52
C -0.265 1.183 0.532 -0.15 -1.04 1.61
C 0.395 -0.841 0.045 -1.25 1.05 -2.93
C -0.345 -0.339 -1.022 0.06 -0.65 1.59
O -0.828 0.856 -0.613 -0.15 -0.59 -2.11
F 1.056 -1.953 0.031 0.84 -1.64 0.10
Br -0.920 -1.025 -2.642 0.12 0.02 0.15
H 1.260 -0.004 1.735 -0.12 0.48 1.14
H -0.821 2.005 0.899 0.55 1.00 0.98

***

32
Properties=species:S:1:pos:R:3:forces:R:3 method="wB97M-V/def2-TZVPD" homo_ev="-7.847 / -7.849" lumo_energy_ha="0.0059 / 0.0060" smiles="Cc1ccc([S@@](=O)(=C2CC2)N(C)C)cc1" total_energy_ev=-27084.705 orbital_gap_ev="8.01 / 8.01"
C 2.457 -1.380 0.087 0.38 -0.62 0.79
C 2.737 0.882 -0.682 4.92 -1.54 -1.14
C 1.095 -1.286 0.051 -2.56 0.62 -0.87
C 1.440 0.867 -1.021 -1.96 -1.37 1.74
C 3.332 -0.349 -0.254 -2.91 0.20 1.72
C 0.590 -0.137 -0.552 -1.90 -0.81 -0.07
C -3.014 -0.979 -0.152 2.05 1.72 0.38
C -3.049 -2.299 -0.780 -1.88 -0.49 0.99
C -2.826 -2.260 0.723 -0.15 1.96 -1.98
C 4.731 -0.506 0.145 0.46 1.06 -3.26
C -1.506 1.444 1.697 -0.31 0.12 -2.10
C -1.790 2.778 -0.414 -1.15 2.42 -0.93
N -1.670 1.497 0.209 0.30 -0.03 1.30
O -1.843 0.479 -2.101 -0.01 0.04 0.19
S -1.636 0.102 -0.719 1.48 -0.10 1.12
H 2.771 -2.296 0.557 0.90 -0.21 -0.04
H 3.540 1.630 -1.038 -1.86 -0.60 0.73
H 0.363 -2.066 0.417 1.27 0.79 -0.37
H 0.985 1.698 -1.367 -1.29 2.69 -1.57
H -4.102 -2.540 -1.099 1.55 -0.20 -0.19
H -2.168 -2.650 -1.237 0.41 -0.68 -1.28
H -1.858 -2.519 1.059 0.63 -0.34 0.50
H -3.658 -2.311 1.353 -0.85 -0.61 1.10
H 5.107 -1.365 -0.391 0.56 -0.34 0.23
H 5.141 0.380 -0.325 1.15 0.11 0.06
H 4.995 -0.482 1.147 0.05 -0.25 1.98
H -0.647 1.664 2.278 1.98 0.81 -0.79
H -2.246 1.944 2.240 -1.75 1.16 0.11
H -1.660 0.471 1.935 -0.65 -3.27 0.76
H -0.833 3.325 -0.638 -0.53 -0.67 0.37
H -2.374 2.792 -1.392 0.78 -0.55 1.27
H -2.404 3.473 0.265 0.89 -1.05 -0.75